# 1
An isolated ion of composition C6H12N2 and charge +2 at a distorted geometry, computed with the ωB97M-V functional and the def2-TZVPD basis.

Geometry as XYZ:
```
20
C6H12N2 the ωB97M-V functional and the def2-TZVPD basis
H 3.05630 -0.01582 -1.14178
C 2.82609 -0.00136 -0.05359
N 0.71836 0.11989 0.02636
H -3.29342 -0.51283 0.90174
C -1.43368 -1.12746 -0.13007
H 1.49722 -1.62170 0.92722
C -2.02737 1.13040 -0.02646
H 1.85022 1.71612 -0.76514
H -2.13206 1.81705 0.87628
H -1.39290 -1.67522 -1.18721
H 3.74672 -0.26093 0.50724
H -3.44088 -0.38287 -0.62105
C -0.51907 0.05771 0.01020
H 1.87469 1.79103 1.12668
H -1.26842 -1.90347 0.53970
N -2.71345 -0.27103 0.08234
H -2.12948 1.78004 -0.88179
H 1.77951 -1.55742 -0.87661
C 1.81739 1.10818 0.12725
C 1.69291 -1.00351 0.03700
```

Properties
HOMO energy	-19.3	eV
net charge	+2
energy above the lowest of the compared OMol25 structures with the same formula, charge and spin	291.15	kJ/mol
SMILES	C1C[N+](=C2C[NH2+]C2)C1

# 2
A 3-piece molecular cluster, C4H11NO overall at a distorted geometry, computed with the ωB97M-V functional and the def2-TZVPD basis.

Geometry as XYZ:
```
17
C4H11NO the ωB97M-V functional and the def2-TZVPD basis
H 0.85566 1.57738 0.45753
C 2.79269 0.47156 -0.71107
O -2.05488 1.34752 0.58469
C 0.64227 0.55879 0.05031
H 2.96107 1.00267 0.23424
H 3.68501 -0.14005 -0.78613
H -1.46481 -1.55289 -1.25879
H 0.10961 0.16902 0.94885
H -2.33606 -2.92467 0.67729
H 2.90943 1.35111 -1.41090
H -0.16784 0.71453 -0.68258
H -1.75203 -1.44591 1.75504
C -1.63782 -1.15718 -0.26744
N 1.55189 -0.27848 -0.63100
H -2.25406 2.26658 0.36584
H -1.90015 -0.04931 -0.12156
C -1.93998 -1.91066 0.79569
```

Properties
HOMO energy	-8.0	eV
energy above the lowest of the compared OMol25 structures with the same formula, charge and spin	938.58	kJ/mol

# 3
C23H56AlFN9O20Si as an isolated structure at a distorted geometry, computed with the ωB97M-V functional and the def2-TZVPD basis.

Geometry as XYZ:
```
111
C23H56AlFN9O20Si the ωB97M-V functional and the def2-TZVPD basis
N 1.04593 -4.42057 8.94523
H 7.08495 0.72674 -1.79550
N -4.52477 0.36796 -9.72983
C 0.69476 -5.74381 -0.38776
O 1.40119 -4.29326 7.79441
H -3.90651 7.84209 -7.51840
H 0.62368 -0.06472 0.98626
H 5.82018 1.47249 -2.82771
H 0.36304 -2.27020 7.26986
H 1.54294 -1.99150 5.95508
C -6.47339 2.47001 -0.26386
N 0.65861 4.18444 9.74119
H 0.52200 -6.50572 -1.15569
O -0.58469 -2.71181 -0.72135
O -3.36371 0.25929 -10.06184
C -0.84528 -0.17508 -3.33948
C -0.96187 1.52226 -0.72478
O -0.77807 1.91787 -6.18436
H 1.66217 3.64436 5.88726
O 3.77659 1.92073 7.13986
C 0.49554 -1.98254 6.24012
C -2.81997 -0.81858 -1.15541
H 2.16919 -0.83232 -0.34591
O 3.76032 2.38013 5.03741
H 2.31323 -2.04378 3.37285
H -3.02221 -1.52404 -1.96686
O 0.12873 5.08152 10.35907
H 0.85662 -5.73109 10.57280
N -1.98791 1.98833 -6.15044
H 3.27898 -2.55664 -3.50919
C 1.77513 2.60973 6.19469
H -0.75664 -1.17209 -3.77094
C 5.14484 0.89553 -0.84478
H -3.34622 7.56314 -5.83877
H -2.29855 3.40346 -7.64048
C 0.07300 -1.48062 -0.52773
N -3.80119 5.83828 -6.94268
H -2.89696 -1.37811 -0.22525
O 2.04092 -5.97147 0.14527
N -5.03673 2.11159 -0.42078
C 1.96801 -1.30133 -2.37771
N 3.22212 2.27593 6.11569
H -7.05038 1.75192 -0.83836
O -4.51064 5.34562 -7.79561
Si -1.04592 -0.22464 -1.47203
C 4.29170 -0.67532 -3.33216
H 1.45048 2.47065 7.21309
O 0.08603 -0.11682 4.95849
O 2.45670 -6.14007 2.23437
H -2.42167 1.70278 -8.17239
Al 0.64881 -3.91194 -1.27112
H 0.04426 1.93605 -0.67281
N 1.90668 -6.67637 1.34544
C 1.21466 -5.76911 9.55122
H 0.09303 0.33308 -3.57318
O 1.09078 4.26544 8.61169
H 4.16173 1.25978 -1.14916
C 0.79966 2.85893 10.40541
H -5.41848 0.39536 -11.61635
H -0.97329 -0.70761 1.25874
C 6.03168 0.70318 -2.08234
O -2.68011 1.73874 -5.18485
O -4.41289 1.84446 0.58153
H 1.23397 -1.68221 -3.08178
H 0.59615 -4.00034 -2.88068
H 2.69186 -2.21370 1.63058
H 5.81071 -1.39810 -1.94189
H 3.82730 0.30296 -3.21267
O 0.56770 -3.54219 9.63190
H -1.63516 0.41778 -3.80756
H 4.95761 -0.06004 -0.35253
C -4.04873 7.26750 -6.60843
H 4.40957 -0.86286 -4.40162
H -1.63651 2.15976 -1.30017
H 0.63692 -6.46647 8.95258
H -3.73648 2.43961 -7.21490
C 0.03738 -0.98442 0.94362
H -6.60239 3.47216 -0.66071
C -5.54224 -0.14922 -10.68548
H 6.46536 -0.89766 -3.49924
H 5.56564 1.60450 -0.13376
H -6.52419 0.01341 -10.25826
C 5.72038 -0.65716 -2.73892
C 2.07093 -1.70112 2.36695
C -2.67301 2.41870 -7.39766
H 1.85990 2.62662 10.43930
H -5.07408 7.34516 -6.26067
C 3.37926 -1.78860 -2.74152
C 0.60082 -1.91619 2.03844
F 0.37142 -3.26767 1.80016
O -0.44121 -0.00509 7.04446
H -6.72344 2.42598 0.78942
H -5.34204 -1.20642 -10.82908
H -0.08861 -2.60566 5.56821
H -0.05114 -5.80871 0.40401
C 1.59994 -1.58697 -0.90843
H -3.55262 -0.02001 -1.25179
H 1.24152 1.94623 5.51834
O -4.91905 0.85658 -8.69425
H -1.40174 1.45011 0.27156
H 0.05121 -1.68670 2.95777
H 2.29285 -0.63590 2.28799
O -4.60101 2.11396 -1.55111
H 3.88971 -2.22093 -1.88516
O -2.91674 5.26701 -6.34664
H 2.27185 -6.01167 9.50850
H 0.37498 2.92844 11.39940
O 1.98169 -2.90525 -0.59041
H 0.26852 2.13269 9.79612
N 0.00376 -0.58611 6.07179
H 1.95073 -0.21244 -2.51492
```

Properties
HOMO energy	-4.4	eV
net charge	-1

# 4
C21H30O2PPdSe2 as an isolated structure, computed with the ωB97M-V functional and the def2-TZVPD basis.

Geometry as XYZ:
```
57
C21H30O2PPdSe2 the ωB97M-V functional and the def2-TZVPD basis
H -2.64104 3.05016 0.28929
C 1.45395 -1.43777 2.38279
H 3.78414 -1.27564 -0.05207
O -1.04765 2.77927 -0.88752
H 0.92054 -3.11826 -2.28442
Se 2.20169 0.14238 -1.86440
H -4.36933 2.86137 -1.46268
C 1.67687 1.71518 0.93081
H -0.58819 -3.15270 1.11125
C 2.09829 -2.29236 3.26444
H 0.50775 -4.50873 -1.25231
H -0.44391 -0.94022 -2.07035
H -2.48257 4.26280 -1.00956
C -1.33746 -3.32587 0.33218
C -0.83457 -1.33533 -1.13061
C 2.06568 -1.05814 1.19174
H 1.27904 -3.06968 -0.56698
Pd -1.01910 -0.08022 0.33843
C -4.25718 0.27450 -1.90830
C -2.38358 3.19203 -0.76388
C -0.46465 3.06651 -2.13855
H -4.06217 0.25681 -2.98868
H -1.51421 -2.92934 -3.10149
H 3.59264 1.78389 -0.01484
O -3.33581 1.08728 -1.23501
C -0.84128 -2.83106 -1.02502
C 2.46869 4.06190 2.23127
H 0.58043 2.77227 -2.07242
H -2.82351 -3.00557 -1.91635
H 3.86511 -3.45595 3.64538
H 1.60776 -2.57779 4.18657
P 1.21572 0.13734 0.07130
C -3.36850 2.42803 -1.62469
H -0.16068 1.92976 2.02533
H -5.28744 0.61613 -1.74032
C 3.36169 -2.78433 2.96130
C 3.32779 -1.55652 0.89006
C 0.82331 2.34919 1.82419
Se -2.47636 0.16271 2.20594
C 2.93649 2.26619 0.70043
H 2.77211 4.97518 2.72767
H -3.13854 2.52959 -2.69684
H 0.52844 4.00080 3.15012
H -1.53807 -4.39966 0.28305
H -4.14479 -0.73256 -1.51125
C -1.79987 -3.32249 -2.12442
H -0.92766 2.48970 -2.94700
H 0.45607 -1.06703 2.60968
H 4.31458 3.83871 1.15186
H -0.54483 4.13769 -2.37509
C 3.97145 -2.41644 1.76943
C 1.21532 3.51769 2.46631
H -2.24738 -2.80231 0.63731
C 0.55304 -3.41470 -1.30155
C 3.33236 3.42554 1.34673
H 4.95141 -2.80459 1.51954
H -1.78202 -4.41536 -2.17784
```

Properties
HOMO energy (alpha / beta)	-3.6 / -4.2	eV
net charge	-1
2S+1	3

# 5
C10H13O3 as an isolated structure at a distorted geometry, computed with the ωB97M-V functional and the def2-TZVPD basis.

Geometry as XYZ:
```
26
C10H13O3 the ωB97M-V functional and the def2-TZVPD basis
H 2.90452 -1.42072 2.07356
H 0.72498 2.60849 0.42888
C 2.36737 -1.59882 1.06408
H -2.63027 1.19339 -3.69376
C 0.96237 -1.86856 1.27784
C -1.63075 1.68234 -1.88679
H -0.94924 1.79299 -3.91543
C -2.15995 0.52859 -1.19727
H 3.07551 -2.83506 -0.64240
H 2.33925 -0.61009 0.51614
C 3.34578 -2.49535 0.31723
H 3.54677 -3.37787 0.90786
H 4.34609 -1.83879 0.26136
O 0.37514 -1.48686 2.32626
H -0.34789 -0.48857 2.02848
O -0.15630 0.77205 1.83995
C -0.12367 2.09602 -0.05615
C -0.71118 1.05029 0.68981
C -1.70917 0.27075 0.13965
H -2.06372 -0.70037 0.64900
O 0.58075 -2.34866 0.16038
C -0.49889 2.43688 -1.34374
H -2.16971 3.01478 -3.63590
H -2.73001 -0.19808 -1.72705
C -1.90774 1.95351 -3.30386
H -0.04813 3.03378 -2.06828
```

Properties
HOMO energy	-3.9	eV
net charge	-1
energy above the lowest of the compared OMol25 structures with the same formula, charge and spin	254.12	kJ/mol

# 6
C14H51BN3O10Y as an isolated structure at a distorted geometry, computed with the ωB97M-V functional and the def2-TZVPD basis.

Geometry as XYZ:
```
80
C14H51BN3O10Y the ωB97M-V functional and the def2-TZVPD basis
H -17.17769 13.15063 7.69733
H -8.88320 10.04910 6.40855
H -14.22423 19.53797 7.05521
H -21.55694 11.81352 19.92874
O -25.03257 18.26711 5.36464
H -22.53027 17.13769 5.45127
C -11.89433 19.02026 8.28705
H -16.13566 21.08756 6.56747
H -19.65558 7.49773 5.79320
N -19.50813 12.61669 15.16484
H -9.45721 11.78851 4.49707
O -16.55025 9.02210 11.05650
H -25.07826 17.39830 7.03541
H -14.56314 19.01415 10.24016
C -16.29846 20.86219 7.62142
H -16.47837 14.79415 7.86683
H -23.96861 18.85018 6.88541
H -24.64219 15.62586 4.93157
H -20.44486 12.67137 14.79114
O -15.06139 20.94949 8.38664
H -16.65563 13.82067 9.30349
H -16.19046 16.38918 2.76150
H -16.74159 8.13351 11.35656
H -19.86004 7.84161 7.25329
H -9.53431 11.57277 6.76386
H -11.19152 13.18075 11.45930
H -18.68979 14.86421 15.64542
O -17.02981 16.11317 3.12966
N -13.86860 18.56944 9.65711
C -24.31284 17.91084 6.45270
C -20.46553 12.52263 17.56965
O -18.00985 11.48464 3.12355
H -9.90296 10.16216 4.18436
H -11.36843 18.34800 8.96498
H -18.82204 15.01836 17.31626
H -18.46575 12.81344 16.92602
C -24.32614 18.92576 4.36413
C -10.15887 11.01600 4.81171
H -19.77217 11.54317 20.07738
H -21.70181 16.27941 7.22657
C -19.35614 14.59581 16.46521
B -16.48903 13.78111 8.23816
O -10.72412 9.93511 7.12152
Y -15.14602 9.79871 6.55415
O -20.27270 13.13763 18.83716
N -22.63632 16.56959 7.47675
H -24.41371 14.95608 6.46127
C -13.15346 19.61371 8.89302
H -13.28122 21.05324 7.45378
H -11.26470 19.82168 7.90054
H -18.72792 11.03538 2.67771
O -11.50105 11.39636 4.53682
H -23.44346 18.39051 4.01415
H -14.31516 17.90750 9.03863
H -23.09059 14.92784 5.28931
H -17.11419 21.48889 7.98189
O -10.89142 13.80367 12.12122
C -20.57243 12.27768 19.98690
H -21.46991 12.65976 17.16901
O -19.21668 7.89306 6.54641
H -16.58596 19.81644 7.51259
H -16.88128 16.09016 4.07499
H -16.96845 9.58939 11.70421
H -20.28782 11.44813 17.52540
H -24.95565 19.11873 3.49546
C -9.80726 10.61910 6.31207
H -20.34137 15.05880 16.40991
H -11.47844 14.55401 12.02827
H -19.00202 13.11154 14.44437
H -18.06136 12.38805 2.81143
C -23.26046 16.82453 6.19750
H -15.48550 13.38878 8.18103
H -24.05237 19.90090 4.76692
H -20.56472 12.91890 20.86831
C -19.44585 13.10025 16.54491
H -12.16759 18.33308 7.48629
H -22.55012 17.44629 7.97078
C -23.88474 15.54389 5.71109
C -13.94399 20.26709 7.81543
H -12.91134 20.45498 9.54244
```

Properties
HOMO energy	-7.7	eV
energy above the lowest of the compared OMol25 structures with the same formula, charge and spin	1326.52	kJ/mol

E readings, ordered: -344.5386, -288.6595, -3538.6130, -6240.7612, -614.5645, -1543.1426 Eh